Density functional theory data (the ωB97M-V functional and the def2-TZVPD basis) for a molecular structure, C28H31ClFN3O2OsSSi.

The calculation puts the electronic energy at -74525.197 eV. As for the HOMO energy (alpha / beta): -7.91 / -8.17 eV. The spin multiplicity is 5. Its lowest unoccupied orbital energy (alpha / beta) is 0.017 / -0.062 Eh.

Geometry (Å):
Os 0.280 -0.090 0.244
C -4.769 4.641 3.072
C -3.668 3.616 3.159
C -3.900 2.281 2.846
C -2.884 1.339 2.922
C -1.619 1.739 3.324
C -1.368 3.065 3.662
C -2.388 3.991 3.568
S -0.333 0.540 3.414
O -0.940 -0.741 3.178
O 0.424 0.801 4.603
N 0.620 0.774 2.109
C 1.597 1.749 1.958
C 2.119 2.622 2.913
C 3.055 3.542 2.492
C 3.461 3.582 1.160
C 2.923 2.654 0.297
N 2.018 1.751 0.686
H -5.682 4.209 2.665
H -4.475 5.479 2.437
H -4.998 5.045 4.060
H -4.888 1.974 2.523
H -3.059 0.306 2.656
H -0.388 3.374 3.995
H -2.192 5.028 3.820
H 1.820 2.540 3.946
H 3.479 4.236 3.208
H 4.191 4.296 0.808
H 3.223 2.610 -0.744
F 0.644 -6.302 -2.518
C 0.764 -5.272 -1.652
C -0.245 -5.038 -0.747
C -0.114 -3.965 0.129
C 0.996 -3.132 0.098
C 1.070 -1.923 0.987
C 2.003 -3.423 -0.818
C 1.900 -4.489 -1.701
H -1.118 -5.677 -0.737
H -0.909 -3.760 0.840
H 2.106 -1.658 1.227
H 0.533 -2.078 1.922
H 2.891 -2.799 -0.840
H 2.682 -4.719 -2.414
C 3.217 -0.157 -1.782
Si 1.571 0.067 -2.627
C 1.125 1.868 -2.722
C 1.835 -0.507 -4.374
N 0.318 -0.737 -1.637
C -0.722 -1.589 -2.093
C -0.605 -2.349 -3.262
C -1.607 -3.222 -3.655
C -2.761 -3.368 -2.899
C -2.890 -2.631 -1.732
C -1.887 -1.764 -1.334
H 3.903 0.620 -2.140
H 3.653 -1.124 -2.048
H 3.173 -0.086 -0.694
H 1.967 2.450 -3.115
H 0.842 2.281 -1.751
H 0.274 2.007 -3.396
H 2.669 0.092 -4.757
H 0.967 -0.322 -5.012
H 2.120 -1.559 -4.457
H 0.295 -2.293 -3.851
H -1.472 -3.804 -4.558
H -3.542 -4.051 -3.211
H -3.777 -2.731 -1.118
H -2.030 -1.207 -0.417
Cl -1.498 1.398 -0.118

Table of Mulliken atomic charges, one value per atom, all in e: 0.064, -1.447, 0.923, -0.733, -0.351, 0.481, -0.485, -0.782, 1.108, -0.726, -0.693, -0.534, 0.697, -0.779, -0.430, -1.047, -0.021, 0.130, 0.346, 0.340, 0.333, 0.304, 0.377, 0.337, 0.388, 0.596, 0.431, 0.413, 0.228, -0.398, 0.515, -0.723, -0.114, -0.190, -1.609, -0.201, -0.907, 0.469, 0.427, 0.661, 0.754, 0.557, 0.461, -1.004, 0.197, -1.003, -1.385, 1.418, 0.991, -0.587, -0.802, -0.556, -0.904, -0.405, 0.461, 0.419, 0.333, 0.351, 0.271, 0.307, 0.399, 0.355, 0.386, 0.250, 0.410, 0.402, 0.412, 0.495, -0.381


Density functional theory data (the ωB97M-V functional and the def2-TZVPD basis) for a molecular structure, C26H41BrN2O9Si4TeTl.

The calculation puts the electronic energy at -162577.502 eV. The calculation puts the energy above the lowest of the compared OMol25 structures with the same formula, charge and spin at 6.56 kcal per mole. The net charge is -1. As for the HOMO energy: -5.64 eV. The spin multiplicity is 1. Its lowest unoccupied orbital energy is 0.037 Eh.

Geometry (Å):
Tl 1.373 -1.172 -1.460
C 0.830 0.549 -5.151
C 2.047 0.467 -4.240
C 3.101 1.497 -4.619
O 1.582 0.738 -2.908
C 2.649 -0.958 -4.357
O 3.167 -1.257 -5.426
O 2.551 -1.723 -3.333
H 0.420 1.561 -5.128
H 0.056 -0.142 -4.812
H 1.116 0.290 -6.169
H 2.668 2.500 -4.593
H 3.474 1.282 -5.618
H 3.940 1.461 -3.921
H 2.282 1.189 -2.369
C -1.545 2.190 -0.757
Si -3.062 1.151 -0.429
C -4.269 1.362 -1.857
C -3.904 1.711 1.162
Si -2.533 -1.120 -0.222
Te -1.143 -1.860 -2.186
Si -1.610 -1.724 1.849
C -0.541 -0.342 2.524
C -3.011 -2.016 3.076
C -0.600 -3.293 1.666
Si -4.451 -2.421 -0.572
C -4.093 -4.212 -0.121
C -5.886 -1.789 0.474
C -4.973 -2.381 -2.377
H -1.828 3.234 -0.921
H -1.003 1.835 -1.637
H -0.843 2.143 0.077
H -4.485 2.422 -2.018
H -5.216 0.851 -1.668
H -3.844 0.961 -2.780
H -4.246 2.746 1.080
H -3.219 1.655 2.011
H -4.772 1.087 1.389
H -1.148 0.519 2.816
H 0.173 -0.005 1.769
H 0.012 -0.672 3.409
H -3.625 -1.117 3.180
H -2.599 -2.251 4.062
H -3.664 -2.838 2.779
H 0.270 -3.135 1.025
H -1.193 -4.095 1.220
H -0.238 -3.632 2.641
H -3.845 -4.332 0.935
H -3.249 -4.583 -0.707
H -4.961 -4.842 -0.338
H -5.642 -1.802 1.539
H -6.775 -2.408 0.324
H -6.145 -0.763 0.204
H -4.177 -2.759 -3.023
H -5.216 -1.369 -2.706
H -5.856 -3.010 -2.527
Br 6.565 -3.132 2.535
C 5.113 -2.576 1.437
C 5.169 -2.803 0.074
C 4.104 -2.397 -0.723
C 3.000 -1.766 -0.160
C 2.970 -1.550 1.214
C 4.026 -1.952 2.023
H 6.031 -3.287 -0.364
H 4.141 -2.561 -1.792
H 2.126 -1.050 1.672
H 4.004 -1.781 3.091
O 1.307 0.891 -0.009
C 2.325 1.629 -0.061
O 3.140 1.730 -0.996
C 2.573 2.504 1.157
C 3.773 3.191 1.279
C 3.983 3.975 2.399
C 3.044 4.117 3.403
C 1.858 3.430 3.238
C 1.605 2.624 2.143
N 0.821 3.563 4.280
O 1.094 4.221 5.265
O -0.241 3.009 4.091
N 5.261 4.702 2.537
O 5.418 5.378 3.536
O 6.076 4.582 1.648
H 4.519 3.104 0.504
H 3.227 4.735 4.266
H 0.669 2.094 2.053

Table of Mulliken atomic charges, one value per atom, all in e: 1.493, -1.787, 1.982, -1.918, -0.163, 0.194, -0.757, -0.670, 0.382, 0.220, 0.412, 0.404, 0.428, 0.429, 0.248, -0.191, 0.288, -1.133, -1.005, 0.046, -0.357, 0.200, 0.148, -1.104, -0.842, 0.382, -1.070, -1.007, -1.055, 0.524, 0.048, -0.369, 0.390, 0.250, 0.311, 0.389, 0.245, 0.266, 0.234, -0.826, 0.628, 0.311, 0.413, 0.235, 0.112, 0.281, 0.351, 0.262, 0.283, 0.390, 0.294, 0.403, 0.253, 0.316, 0.252, 0.352, -0.239, 0.055, -0.626, -0.686, -0.134, 0.308, -0.844, 0.452, 0.512, 0.407, 0.460, -0.448, -0.025, -0.937, 0.275, -0.477, -0.347, -0.501, -0.315, 0.171, 1.076, -0.647, -0.610, 1.071, -0.641, -0.618, 0.718, 0.617, 0.178


Density functional theory data (the ωB97M-V functional and the def2-TZVPD basis) for a molecular structure, C20H47AlIO2Si in a non-equilibrium geometry.

The calculation puts the electronic energy at -48177.528 eV. The net charge is -1. As for the HOMO energy: -4.98 eV. The spin multiplicity is 1. Its lowest unoccupied orbital energy is 0.088 Eh.

Geometry (Å):
C 6.781 -0.756 0.681
C 5.961 0.378 1.351
C 4.902 1.035 0.432
I 3.666 2.329 1.707
C 4.058 0.055 -0.425
O 4.802 -0.099 -1.609
Al 4.673 -1.828 -2.241
O 3.729 -2.340 -0.719
C 3.596 -1.294 0.227
Si 1.783 -1.476 0.758
C 1.331 -3.336 0.828
C 0.533 -0.692 -0.452
C 1.510 -0.832 2.550
H 7.161 -1.394 1.497
H 7.677 -0.363 0.190
H 6.204 -1.405 0.022
H 5.548 0.052 2.313
H 6.679 1.172 1.615
H 5.419 1.705 -0.255
H 3.195 0.678 -0.745
H 6.097 -2.551 -2.311
H 3.823 -1.926 -3.599
H 4.182 -1.493 1.152
H 2.056 -3.901 1.428
H 1.261 -3.766 -0.178
H 0.338 -3.468 1.292
H -0.462 -1.074 -0.147
H 0.682 -1.015 -1.488
H 0.464 0.400 -0.359
H 1.659 0.251 2.584
H 0.513 -1.156 2.877
H 2.233 -1.383 3.170
C -1.916 1.477 -2.763
C -3.323 0.921 -2.946
C -3.454 -0.543 -2.530
C -2.599 -1.525 -3.332
C -2.843 -1.516 -4.840
C -4.262 -1.915 -5.227
H -1.190 0.954 -3.388
H -1.887 2.533 -3.039
H -1.596 1.392 -1.722
H -3.637 1.053 -3.986
H -4.014 1.517 -2.342
H -4.507 -0.836 -2.597
H -3.185 -0.637 -1.473
H -2.781 -2.535 -2.949
H -1.541 -1.322 -3.145
H -2.143 -2.216 -5.306
H -2.612 -0.532 -5.257
H -4.501 -2.915 -4.857
H -4.372 -1.927 -6.314
H -5.003 -1.217 -4.832
C -1.818 2.854 5.197
C -3.075 2.373 4.481
C -2.876 1.065 3.718
C -1.847 1.124 2.587
C -2.120 2.172 1.510
C -3.422 1.937 0.757
H -1.012 3.072 4.495
H -2.024 3.769 5.756
H -1.462 2.102 5.905
H -3.435 3.156 3.807
H -3.865 2.224 5.223
H -3.841 0.740 3.317
H -2.568 0.286 4.423
H -1.796 0.138 2.114
H -0.854 1.305 3.006
H -1.294 2.149 0.793
H -2.120 3.176 1.944
H -3.421 0.954 0.279
H -3.546 2.689 -0.025
H -4.293 2.000 1.414

Table of Mulliken atomic charges, one value per atom, all in e: -0.976, -0.737, -0.810, -0.095, 0.165, -0.727, 0.894, -0.815, 0.761, -0.026, -1.108, -0.858, -0.856, 0.302, 0.327, 0.093, 0.381, 0.479, 0.677, 0.330, -0.358, -0.472, -0.049, 0.295, 0.300, 0.290, 0.209, 0.407, 0.239, 0.069, 0.270, 0.361, -0.896, -0.519, -0.300, -0.418, -0.589, -1.229, 0.356, 0.398, -0.034, 0.387, 0.356, 0.349, 0.096, 0.455, -0.033, 0.438, 0.239, 0.285, 0.392, 0.285, -1.191, -0.468, -0.989, 0.016, -0.531, -1.055, 0.284, 0.384, 0.292, 0.248, 0.400, 0.348, 0.411, 0.143, 0.212, 0.254, 0.384, 0.068, 0.360, 0.449


Density functional theory data (the ωB97M-V functional and the def2-TZVPD basis) for a molecular structure, C4H8EuLiO3 in a non-equilibrium geometry.

The calculation puts the electronic energy at -29936.024 eV. The net charge is +2. As for the HOMO energy (alpha / beta): -15.37 / -15.44 eV. The spin multiplicity is 9. Its lowest unoccupied orbital energy (alpha / beta) is -0.300 / -0.342 Eh.

Geometry (Å):
C 1.405 0.608 1.033
C 1.093 -0.036 -0.326
C -0.368 -0.341 -0.498
C -0.948 -1.409 0.320
O -2.155 -1.667 0.314
O 2.737 0.929 1.177
Eu 5.108 0.785 0.660
Li -3.646 -0.695 -0.328
H 1.087 -0.092 1.831
H 0.768 1.508 1.140
H 1.691 -0.953 -0.445
H 1.409 0.663 -1.117
H -0.642 -0.568 -1.541
H -0.274 -1.942 1.017
O -2.826 1.010 -0.820
H -3.000 1.449 -1.667
H -1.440 0.750 -0.749

Table of Mulliken atomic charges, one value per atom, all in e: -0.463, -0.567, -0.578, 0.199, -0.605, -0.742, 1.681, 0.925, 0.301, 0.329, 0.328, 0.296, 0.433, 0.401, -0.755, 0.356, 0.461


Density functional theory data (the ωB97M-V functional and the def2-TZVPD basis) for 3 unconnected molecules or ions with the total composition C18H28B2ClFNO4S in a non-equilibrium geometry.

The calculation puts the electronic energy at -56228.438 eV. The net charge is -1. As for the HOMO energy: -6.02 eV. The spin multiplicity is 1. Its lowest unoccupied orbital energy is 0.086 Eh.

Geometry (Å):
N 1.217 1.692 -5.316
B 1.298 0.640 -4.185
O 0.892 -0.733 -4.550
B 1.870 1.109 -2.688
C 2.071 -0.134 -1.630
C 2.984 -1.378 -2.182
C 2.006 -2.720 -2.270
O 1.943 -3.480 -1.008
C 1.017 2.358 -2.017
C -0.216 1.895 -1.040
C 0.230 1.727 0.560
Cl -1.322 1.695 1.636
S 3.614 1.823 -3.034
O 3.346 3.296 -3.534
O 4.319 1.089 -4.214
F 4.575 1.974 -1.619
H 0.624 1.293 -6.076
H 0.770 2.571 -4.975
H -0.068 -0.920 -4.333
H 1.021 -0.592 -1.295
H 2.561 0.293 -0.629
H 3.841 -1.620 -1.399
H 3.472 -1.212 -3.232
H 2.334 -3.441 -3.152
H 0.883 -2.404 -2.520
H 0.975 -3.664 -0.755
H 1.809 2.971 -1.367
H 0.648 3.088 -2.854
H -0.821 0.953 -1.429
H -1.011 2.786 -1.033
H 0.770 0.677 0.723
H 0.860 2.633 0.958
C -5.864 -1.769 1.882
C -4.661 -1.063 1.892
C -4.654 0.307 1.634
C -5.851 0.974 1.375
C -7.054 0.269 1.368
C -7.061 -1.103 1.617
H -5.868 -2.838 2.080
H -3.728 -1.582 2.101
H -3.716 0.856 1.635
H -5.846 2.043 1.178
H -7.988 0.789 1.168
H -7.997 -1.653 1.607
C 2.267 -2.111 4.288
C 1.165 -1.776 3.501
C 0.710 -0.459 3.460
C 1.364 0.528 4.200
C 2.468 0.194 4.984
C 2.917 -1.126 5.031
H 2.619 -3.138 4.322
H 0.660 -2.543 2.919
H -0.152 -0.200 2.852
H 1.013 1.555 4.164
H 2.978 0.963 5.559
H 3.774 -1.386 5.647

Table of Mulliken atomic charges, one value per atom, all in e: -0.573, 1.672, -0.674, -1.021, -0.561, -0.336, -0.354, -0.551, -0.658, -0.497, -0.076, -0.359, 1.119, -0.665, -0.627, -0.351, 0.244, 0.219, 0.270, 0.122, 0.130, 0.274, 0.257, 0.202, 0.186, 0.319, 0.222, 0.159, 0.140, 0.376, 0.041, 0.294, -0.359, -0.390, 0.256, -0.530, -0.309, -0.399, 0.346, 0.405, -0.014, 0.360, 0.344, 0.339, -0.353, -0.535, -0.072, -0.339, -0.360, -0.373, 0.352, 0.344, 0.288, 0.366, 0.345, 0.345


Density functional theory data (the ωB97M-V functional and the def2-TZVPD basis) for CH3O5PS in the gas phase in a non-equilibrium geometry.

The calculation puts the electronic energy at -31448.348 eV. The calculation puts the energy above the lowest of the compared OMol25 structures with the same formula, charge and spin at 0.00 kcal per mole. As for the HOMO energy: -9.14 eV. The spin multiplicity is 1. Its lowest unoccupied orbital energy is -0.016 Eh.

Geometry (Å):
O 0.984 1.613 -1.323
C -0.104 1.198 -0.910
O -1.050 1.924 -0.164
O -0.490 -0.149 -1.265
P 0.187 -1.178 -0.073
O 1.680 -0.610 0.550
O -1.000 -1.353 1.141
S 0.604 -2.870 -0.970
H -0.619 2.484 0.520
H 1.546 -0.342 1.487
H -1.739 -0.718 1.008

Table of Mulliken atomic charges, one value per atom, all in e: -0.422, 0.589, -0.422, -0.243, 0.732, -0.440, -0.466, -0.383, 0.359, 0.343, 0.353